Entry from OMol25: an isolated molecule of CH2N4O at a distorted geometry (ωB97M-V/def2-TZVPD).

The geometry in XYZ format:
```
8
Properties=species:S:1:pos:R:3:mulliken_charge:R:1
C -0.10 -0.72 -0.28 0.428
H 0.13 -0.75 2.10 0.321
H 0.31 0.37 -1.93 0.330
N -0.02 -0.36 1.06 -0.099
N -0.27 1.10 1.02 -0.127
N -0.18 1.60 -0.17 -0.304
N -0.11 0.45 -0.91 0.049
O 0.26 -1.68 -0.89 -0.598
```

The charge is 0. For the relative energy (zero: lowest compared OMol25 entry of this formula, charge and spin), the calculation gives 42.1 kcal/mol. The calculation puts the HOMO-LUMO gap at 10.473 eV. As for the HOMO energy: -9.88 eV. The LUMO energy is 0.590 eV.

=====

Entry from OMol25: a structure of composition C24H27N9SSbSiSn at a distorted geometry (ωB97M-V/def2-TZVPD).

The geometry in XYZ format:
```
64
Properties=species:S:1:pos:R:3:mulliken_charge:R:1
Sn -0.07 0.08 -0.25 0.787
N -2.02 2.57 1.30 -0.060
C -1.28 2.93 0.23 0.355
N -1.12 4.14 -0.24 -0.407
N -0.27 4.04 -1.26 -0.522
N 0.10 2.85 -1.44 -0.431
N -0.52 2.07 -0.51 0.654
C -2.25 1.29 1.68 0.424
N -3.11 0.88 2.59 -0.579
N -2.99 -0.43 2.64 -0.552
N -2.12 -0.86 1.84 0.083
N -1.59 0.21 1.18 0.221
H -2.60 3.29 1.73 0.243
S -1.05 -1.36 -2.00 -0.478
Sb -0.45 -3.49 -1.12 1.503
C 1.66 -3.64 -1.50 0.532
C 2.11 -3.36 -2.78 -0.669
C 3.47 -3.43 -3.06 -0.721
C 4.36 -3.77 -2.05 -0.470
C 3.90 -4.05 -0.77 -0.629
C 2.54 -3.99 -0.49 -0.341
C -1.64 -4.69 -2.42 0.515
C -3.01 -4.48 -2.44 -0.471
C -3.80 -5.22 -3.30 -0.718
C -3.21 -6.16 -4.14 -0.500
C -1.84 -6.36 -4.12 -0.583
C -1.05 -5.63 -3.26 -0.494
C -0.99 -3.71 0.95 0.659
C -2.15 -4.41 1.26 -0.746
C -2.54 -4.51 2.58 -0.535
C -1.77 -3.92 3.57 -0.692
C -0.62 -3.23 3.25 -0.775
C -0.22 -3.12 1.93 -0.045
H 1.40 -3.09 -3.56 0.439
H 3.82 -3.22 -4.05 0.417
H 5.41 -3.82 -2.27 0.424
H 4.60 -4.31 0.01 0.443
H 2.18 -4.23 0.50 0.488
H -3.46 -3.74 -1.79 0.437
H -4.87 -5.07 -3.32 0.407
H -3.83 -6.73 -4.82 0.404
H -1.39 -7.09 -4.78 0.415
H 0.02 -5.78 -3.23 0.409
H -2.74 -4.87 0.47 0.433
H -3.44 -5.04 2.83 0.436
H -2.08 -3.99 4.61 0.415
H -0.03 -2.76 4.03 0.392
H 0.67 -2.55 1.68 0.405
C 2.26 2.82 1.76 -0.978
Si 2.39 0.97 2.15 0.184
C 1.18 0.39 3.50 -0.761
C 4.16 0.38 2.54 -1.161
C 2.03 -0.01 0.50 -0.755
H 2.65 3.43 2.57 0.393
H 1.23 3.13 1.60 0.271
H 2.82 3.08 0.86 0.350
H 1.12 1.12 4.30 0.458
H 1.49 -0.54 3.96 0.242
H 0.17 0.25 3.12 0.118
H 4.53 0.88 3.42 0.357
H 4.84 0.61 1.73 0.349
H 4.20 -0.69 2.72 0.339
H 2.30 -1.07 0.56 0.049
H 2.59 0.44 -0.32 0.622
```

The charge is +1. For the relative energy (zero: lowest compared OMol25 entry of this formula, charge and spin), the calculation gives 5.8 kcal/mol. The calculation puts the HOMO-LUMO gap at 7.662 eV. As for the HOMO energy: -11.34 eV. The LUMO energy is -3.673 eV.

=====

Entry from OMol25: an isolated molecule of C9H12 at a distorted geometry (ωB97M-V/def2-TZVPD).

The geometry in XYZ format:
```
21
Properties=species:S:1:pos:R:3:mulliken_charge:R:1
C 0.13 -1.07 -0.57 -0.825
C 1.28 -0.40 -0.13 0.248
C 0.35 1.82 1.07 -0.457
C -1.02 0.98 -0.81 -1.095
C 0.94 0.53 0.97 -0.117
C -1.16 -0.38 -0.20 1.092
C -0.62 0.80 0.66 0.181
C 2.69 -0.87 -0.45 -1.263
C -2.56 -0.97 0.03 -1.438
H 0.11 -1.90 -1.17 0.460
H 0.28 2.33 2.11 0.200
H 0.43 2.66 0.35 0.212
H -0.40 0.99 -1.62 0.368
H -1.99 1.63 -0.96 0.230
H 1.23 -0.05 1.86 0.269
H 2.85 -1.77 -1.01 0.382
H 3.19 -0.97 0.51 0.285
H 3.11 -0.03 -0.99 0.283
H -2.84 -1.20 1.06 0.297
H -2.82 -1.98 -0.40 0.351
H -3.17 -0.15 -0.30 0.335
```

The charge is 0. For the relative energy (zero: lowest compared OMol25 entry of this formula, charge and spin), the calculation gives 125.1 kcal/mol. The calculation puts the HOMO-LUMO gap at 8.632 eV. As for the HOMO energy: -7.66 eV. The LUMO energy is 0.976 eV.

=====

Entry from OMol25: a cluster of 2 separate species, C6H14 in total at a distorted geometry (ωB97M-V/def2-TZVPD).

The geometry in XYZ format:
```
20
Properties=species:S:1:pos:R:3:mulliken_spin:R:1
C 0.81 -2.27 1.11 0.110
C -0.10 -1.44 2.05 0.020
C -1.20 -0.71 1.27 0.148
H 0.31 -2.69 0.24 0.007
H 1.24 -3.11 1.68 -0.006
H 1.60 -1.63 0.71 -0.086
H 0.53 -0.71 2.55 0.010
H -0.53 -2.14 2.78 -0.013
H -1.83 -0.15 1.96 -0.011
H -0.72 0.06 0.66 -0.109
H -1.74 -1.40 0.63 0.009
C -0.72 2.45 -1.54 -0.075
C 0.75 2.12 -1.66 0.493
C 1.13 0.76 -1.78 0.380
H -1.05 2.66 -0.51 0.076
H -0.98 3.29 -2.19 -0.048
H -1.31 1.55 -1.81 0.068
H 1.32 2.91 -2.17 -0.008
H 2.16 0.48 -1.96 0.018
H 0.34 0.01 -2.01 0.017
```

The spin multiplicity is 2. The charge is -1. For the relative energy (zero: lowest compared OMol25 entry of this formula, charge and spin), the calculation gives 27.3 kcal/mol. The calculation puts the HOMO-LUMO gap (alpha / beta) at 2.863 / 6.358 eV. As for the HOMO energy (alpha / beta): 1.05 / -2.51 eV. The LUMO energy (alpha / beta) is 3.912 / 3.846 eV.

=====

Entry from OMol25: an isolated molecule of C21H18F2N4O4S at a distorted geometry (ωB97M-V/def2-TZVPD).

The geometry in XYZ format:
```
50
Properties=species:S:1:pos:R:3:mulliken_charge:R:1
O -0.96 -6.12 -1.32 -0.687
O 1.72 2.77 3.87 -0.714
O -0.06 1.18 4.54 -0.716
F 2.78 3.72 -5.24 -0.304
F 3.24 0.23 -2.03 -0.288
N 0.90 1.67 -0.31 -0.422
O 0.42 -0.01 -1.85 -0.247
C -0.32 -5.11 -1.19 0.147
C -1.83 -2.18 0.56 -0.830
C 1.82 -4.07 -1.57 -0.734
C 1.35 -2.94 -0.90 -0.118
C -0.81 -3.90 -0.57 0.178
C -0.60 -1.74 0.16 -0.090
C -2.00 -3.52 0.07 0.789
C 0.81 2.17 0.92 -0.731
C 0.49 0.42 -0.54 0.286
C 0.89 2.49 -4.46 -0.450
C 3.09 1.94 -3.70 -0.643
C 0.31 1.52 -3.66 -0.385
C -0.14 0.09 1.76 -0.464
C 2.27 2.72 -4.50 0.295
C 2.47 0.96 -2.87 0.495
C 1.07 0.79 -2.79 0.148
C -0.07 -0.40 0.45 0.937
C 0.35 1.39 1.93 -0.366
N 0.94 -5.15 -1.73 -0.056
N 0.02 -2.81 -0.46 0.122
N -0.75 3.43 3.34 0.047
C -3.26 -4.36 0.21 -1.573
C -0.56 4.62 4.23 -0.936
C -2.13 2.97 3.15 -0.901
S 0.41 2.16 3.56 1.452
H -2.58 -1.59 1.09 0.519
H 2.87 -4.14 -1.90 0.398
H 2.02 -2.11 -0.73 0.417
H 1.17 3.16 1.16 0.448
H 0.25 3.08 -5.15 0.348
H 4.14 2.16 -3.68 0.458
H -0.78 1.29 -3.67 0.373
H -0.46 -0.52 2.62 0.626
H 1.25 -6.03 -2.08 0.258
H -4.09 -3.78 -0.18 0.350
H -3.19 -5.25 -0.42 0.317
H -3.43 -4.62 1.25 0.321
H 0.50 4.80 4.55 0.319
H -0.83 5.54 3.71 0.309
H -1.15 4.50 5.11 0.350
H -2.85 3.79 2.97 0.346
H -2.48 2.45 4.03 0.368
H -2.21 2.31 2.26 0.236
```

The charge is 0. For the relative energy (zero: lowest compared OMol25 entry of this formula, charge and spin), the calculation gives 28.8 kcal/mol. The calculation puts the HOMO-LUMO gap at 8.014 eV. As for the HOMO energy: -7.98 eV. The LUMO energy is 0.034 eV.

=====

Entry from OMol25: a cluster of 2 separate species, C2HFO2S in total at a distorted geometry (ωB97M-V/def2-TZVPD).

The geometry in XYZ format:
```
7
Properties=species:S:1:pos:R:3:mulliken_charge:R:1
C -0.96 0.09 0.55 -0.354
C -2.10 0.42 0.80 -0.108
O 1.24 -1.63 -0.82 -0.349
O 2.40 0.05 0.64 -0.376
F 1.22 0.79 -1.60 -0.217
S 1.35 -0.34 -0.29 1.045
H -3.14 0.62 0.72 0.360
```

The charge is 0. For the relative energy (zero: lowest compared OMol25 entry of this formula, charge and spin), the calculation gives 70.1 kcal/mol. The calculation puts the HOMO-LUMO gap (alpha / beta) at 7.974 / 7.974 eV. As for the HOMO energy (alpha / beta): -11.20 / -11.20 eV. The LUMO energy (alpha / beta) is -3.226 / -3.229 eV.

=====

Entry from OMol25: the ion C9H12N3OS with charge +1 at a distorted geometry (ωB97M-V/def2-TZVPD).

The geometry in XYZ format:
```
26
Properties=species:S:1:pos:R:3:mulliken_charge:R:1
C 2.83 0.09 1.72 -0.365
C 3.47 0.50 0.58 -0.561
C 1.66 -0.65 1.79 -0.300
C 2.88 0.12 -0.65 -0.377
C 1.06 -0.75 0.53 0.189
C -0.18 -1.54 0.17 1.751
C -3.44 0.07 -1.00 -0.643
C -3.09 1.31 -0.16 -0.450
C -1.40 -0.60 -0.08 -0.487
N 1.72 -0.52 -0.60 -0.494
N -0.61 -2.39 1.20 -0.729
N -2.35 -0.85 -0.85 -0.133
O 0.04 -2.36 -0.96 -0.603
S -1.52 0.94 0.70 0.005
H 3.38 0.22 2.68 0.337
H 4.34 1.02 0.68 0.503
H 1.20 -0.91 2.87 0.120
H 3.39 0.30 -1.59 0.408
H -4.32 -0.42 -0.68 0.381
H -3.66 0.51 -2.06 0.278
H -2.94 2.09 -0.88 0.345
H -3.88 1.57 0.49 0.382
H 0.22 -3.11 1.12 0.445
H -0.41 -1.95 2.10 0.281
H -2.41 -1.77 -1.32 0.340
H 0.71 -1.91 -1.35 0.374
```

The charge is +1. For the relative energy (zero: lowest compared OMol25 entry of this formula, charge and spin), the calculation gives 7.4 kcal/mol. The calculation puts the HOMO-LUMO gap at 9.656 eV. As for the HOMO energy: -13.23 eV. The LUMO energy is -3.572 eV.